{
  "formula": "C4H11N3O2",
  "method": "wB97M-V/def2-TZVPD",
  "e_lumo_ev": 0.690,
  "smiles": "CN=C(N)N.CC(=O)O",
  "molar_mass_g_mol": 133.2,
  "spin_multiplicity": 1,
  "de_lowest_ev": 1.9921,
  "total_charge": 0,
  "symbols": ["C", "C", "O", "O", "H", "H", "H", "C", "C", "N", "N", "N", "H", "H", "H", "H", "H", "H", "H", "H"],
  "coordinates": [[-3.12545, -0.90177, -1.70410], [-1.72449, -0.91566, -1.42180], [-1.55841, -1.07397, -0.07333], [-0.83561, -0.95744, -2.21955], [-3.48889, -1.18215, -2.80677], [-3.69573, 0.09000, -1.54338], [-3.54045, -1.39947, -0.94319], [1.01415, -0.49625, 2.30954], [1.51202, 0.79781, 0.26792], [0.71984, 0.03036, 0.96373], [1.28832, 1.02000, -1.08042], [2.45235, 1.65625, 0.92285], [-0.43582, -0.73129, 0.09058], [1.55704, -1.43539, 2.44105], [0.07587, -0.63396, 2.78077], [0.55979, 0.47740, -1.56837], [2.11390, 1.38130, -1.67796], [2.25173, 1.85667, 1.90753], [3.27206, 2.05544, 0.53432], [1.58779, 0.36212, 2.82059]],
  "forces_ev_per_angstrom": [[-3.2530, 3.2242, -4.9819], [0.3849, -0.9491, 2.7199], [3.4171, 1.5755, -1.5441], [1.5088, 0.6450, -0.9894], [1.1596, 0.1397, 2.5833], [1.5664, -0.8671, -0.2783], [-2.0188, -2.7153, 2.3235], [1.1198, 3.1605, -0.1730], [-0.0415, 1.1137, 1.3227], [0.5876, -1.3960, -1.8462], [1.9189, 0.6216, -0.7283], [-1.6203, -1.3459, 0.2419], [-2.5132, -0.6162, 0.9231], [0.2460, 0.1403, -0.8234], [-0.8927, 0.0229, 0.6777], [0.8070, -0.0654, 0.3753], [-2.2499, -0.8240, 1.5907], [0.4040, -0.2927, -0.9800], [0.2644, 0.1561, -0.5100], [-0.7951, -1.7279, 0.0966]],
  "nbo_charge": [-0.723, 0.779, -0.754, -0.642, 0.229, 0.244, 0.239, -0.400, 0.636, -0.609, -0.834, -0.870, 0.500, 0.205, 0.209, 0.441, 0.399, 0.399, 0.397, 0.156]
}

---

{
  "formula": "C4H11N3O2",
  "method": "wB97M-V/def2-TZVPD",
  "e_lumo_ev": 0.654,
  "molar_mass_g_mol": 133.2,
  "spin_multiplicity": 1,
  "de_lowest_ev": 4.2125,
  "total_charge": 0,
  "symbols": ["C", "C", "C", "O", "H", "H", "H", "H", "H", "H", "N", "C", "N", "N", "O", "H", "H", "H", "H", "H"],
  "coordinates": [[1.76732, 1.05186, 0.85016], [-0.35680, -0.66793, 1.48662], [1.18825, -0.20045, 0.25617], [1.83301, -1.19062, -0.02032], [2.28313, 0.78860, 1.77238], [2.49801, 1.46331, 0.14494], [-1.05910, -0.11110, 2.10781], [0.38975, -1.03111, 2.19598], [-0.84545, -1.55874, 1.09170], [0.99666, 1.79804, 1.02605], [0.07356, 0.20097, -1.09685], [-1.13670, 0.67369, -0.28669], [-0.08655, -0.99482, -1.85538], [-2.27913, -0.00212, -0.68147], [-1.12667, 1.85141, 0.04311], [0.47967, 0.99738, -1.59841], [-0.07646, -0.76964, -2.84365], [0.72001, -1.58435, -1.63012], [-3.09592, 0.28464, -0.16270], [-2.16659, -0.99904, -0.79933]],
  "forces_ev_per_angstrom": [[-0.2101, 0.4357, -0.6900], [1.7247, -0.6042, -0.2074], [-1.5110, -0.9311, 1.6890], [-0.2692, 0.1452, -0.2746], [-0.1142, -0.0854, -0.0586], [0.0634, -0.0298, 0.0899], [-0.0272, 0.5445, -0.4324], [0.0375, -0.1322, 0.0472], [0.0492, -0.0330, -0.1362], [0.0537, -0.0403, 0.1247], [-0.0066, -0.0533, 1.0582], [-0.4104, 1.9619, -3.1790], [0.0250, 0.5938, 0.2064], [0.6794, -0.1040, 1.0373], [0.2916, -1.6055, 0.4406], [-0.3724, -0.1756, 0.0126], [-0.0561, 0.0236, 0.0993], [0.0808, 0.1052, 0.2279], [0.0067, -0.0386, 0.0386], [-0.0348, 0.0229, -0.0935]],
  "nbo_charge": [-0.723, -0.882, 0.671, -0.684, 0.245, 0.215, 0.211, 0.218, 0.192, 0.253, -0.410, 0.834, -0.665, -0.828, -0.625, 0.402, 0.365, 0.399, 0.401, 0.411]
}

---

{
  "formula": "C4H11N3O2",
  "method": "wB97M-V/def2-TZVPD",
  "e_lumo_ev": 0.833,
  "smiles": "CCN(CC)N(O)N=O",
  "molar_mass_g_mol": 133.2,
  "spin_multiplicity": 1,
  "de_lowest_ev": 5.7866,
  "total_charge": 0,
  "symbols": ["C", "C", "C", "C", "H", "H", "H", "H", "H", "H", "H", "H", "H", "H", "H", "N", "N", "N", "O", "O"],
  "coordinates": [[-1.68195, -0.98950, 0.40311], [-0.77629, -0.71264, -0.81417], [0.36147, 1.18491, 0.29888], [-0.58141, 2.24077, -0.26259], [-2.07445, -0.09364, 0.82779], [-1.19788, -1.47898, 1.22506], [-2.57613, -1.54120, 0.16055], [-0.57826, -1.67656, -1.26050], [-1.38191, -0.09097, -1.45642], [1.37315, 1.54183, 0.49618], [0.00235, 0.86976, 1.29679], [-0.61880, 3.04140, 0.47529], [-1.60347, 1.79830, -0.27618], [-0.24187, 2.56502, -1.24946], [2.36021, -1.83460, 1.10314], [0.45365, 0.01365, -0.56233], [1.44032, -0.81836, -0.18105], [2.51034, -0.91950, -0.90047], [1.45116, -1.44872, 1.03301], [3.35976, -1.65096, -0.35665]],
  "forces_ev_per_angstrom": [[0.2343, 0.2105, 0.0914], [-1.6002, -0.1021, 0.9600], [-0.3117, -0.1308, 1.0377], [-0.2144, -0.8615, 0.5139], [-0.1849, 1.0071, 0.2491], [0.4956, -0.5325, 0.2451], [-0.0923, -0.4828, -0.4990], [0.4311, 0.0875, -0.5123], [0.0279, -0.0364, -0.6761], [0.0097, 0.1670, -0.4405], [-0.0419, 0.1650, -0.2326], [0.0592, 0.2906, -0.3279], [0.6139, 0.5091, -0.3809], [-0.3076, 0.1417, 0.1769], [-0.0506, 0.2824, -0.6820], [-0.0242, -0.2422, 0.0749], [1.4690, -0.3530, -0.4738], [0.5675, -0.5608, 0.3689], [-1.0537, 0.0636, 0.9999], [-0.0267, 0.3778, -0.4926]],
  "nbo_charge": [-0.642, -0.226, -0.223, -0.620, 0.198, 0.221, 0.220, 0.220, 0.202, 0.214, 0.182, 0.223, 0.206, 0.222, 0.509, -0.251, 0.193, 0.215, -0.569, -0.493]
}